A structure of composition C38H45MoN4O3Si, computed with ωB97M-V/def2-TZVPD.

XYZ file:
```
92
Properties=species:S:1:pos:R:3
H 2.21 -1.68 5.01
C 2.97 3.51 2.50
C -0.73 -3.19 0.79
C -5.48 1.89 -0.70
H -3.52 -0.24 2.78
C 4.21 -0.81 -2.50
C -4.85 2.00 3.46
N 2.95 -2.51 -1.32
H 2.44 5.04 0.27
H 0.60 -6.27 0.38
C 3.13 2.63 3.51
H 3.21 0.58 5.35
O 2.24 -0.36 -1.21
C -1.92 -3.50 1.41
H -1.53 -6.87 1.49
H 0.18 1.98 -1.71
H -6.28 1.92 0.03
H -1.87 0.37 2.60
H -3.80 -0.78 0.69
H 4.67 -3.18 -1.87
C 4.15 0.49 -3.05
H -3.83 3.96 -1.54
C -2.53 2.89 3.81
H -2.65 0.35 4.18
C 1.95 0.91 2.23
C 5.35 -1.61 -2.72
O 5.49 -2.86 -2.27
C -4.65 -0.15 0.43
C 3.13 -1.29 -1.69
H -5.29 2.99 3.36
H -5.32 4.66 0.61
H -2.61 -2.72 1.69
H -1.00 4.13 1.06
H -2.94 5.42 -1.16
H 3.66 2.90 4.41
C 6.42 -1.08 -3.45
C 1.57 -1.24 3.01
C 2.16 -0.93 4.24
Mo 0.90 -0.75 0.04
H -5.20 -0.67 -0.36
C 5.19 0.98 -3.79
C -2.19 -4.84 1.66
C 0.77 2.33 -0.87
H -4.51 4.95 2.15
N 1.48 -0.35 2.03
H 1.12 4.28 -1.70
C 1.42 -3.82 -0.29
H -2.54 2.51 4.83
H 7.30 -1.69 -3.60
H 2.03 -4.63 -0.69
H 3.37 4.51 2.58
H -2.08 3.89 -1.31
C 6.34 0.19 -3.98
C 0.20 -4.16 0.41
H 1.20 -2.24 2.81
C 2.02 4.05 0.23
H -1.66 5.72 0.69
C -2.83 0.52 3.12
C -1.29 -5.83 1.29
H -5.83 1.28 -1.54
N 1.82 -2.61 -0.52
H 5.14 1.97 -4.24
Si -3.52 2.43 1.14
C 1.29 3.63 -0.85
H -1.49 2.94 3.48
C -3.18 0.97 -1.23
H -3.12 -5.11 2.14
C 2.24 3.16 1.31
H -5.33 2.89 -1.08
C -3.16 4.19 0.58
H -3.63 0.29 -1.96
H 7.17 0.58 -4.55
H -4.84 1.76 4.53
H -2.91 1.88 -1.77
H -2.25 0.47 -0.90
O -0.42 -1.86 0.55
H -5.32 -0.09 1.29
H 3.26 1.08 -2.89
C 2.71 0.33 4.42
H -1.97 5.00 2.26
H -4.25 6.03 0.80
H -2.94 3.90 3.85
C -3.01 4.35 -0.95
C -0.10 -5.50 0.67
C 1.71 1.88 1.19
C -3.38 1.95 2.95
C 2.60 1.29 3.40
C -1.87 4.78 1.20
N 0.96 1.48 0.13
C -4.39 4.98 1.07
C -4.21 1.21 -0.12
H -5.50 1.28 2.97
```

Calculated values
LUMO level (spin up / spin down): -9.5 / -9.4 eV
Energy: -2276.6009 hartree
Total charge: +3
2S+1: 1

***

A structure of composition C38H45N2O2OsS2Se, computed with ωB97M-V/def2-TZVPD.

XYZ file:
```
91
Properties=species:S:1:pos:R:3
C -1.56 2.39 0.64
C -1.39 -0.95 3.41
H -6.59 0.66 -1.51
C -1.87 -5.10 -2.11
H -2.24 -2.48 2.09
H 4.52 2.84 0.15
H 3.24 -4.32 -3.05
H 4.72 4.15 -3.35
C 3.06 -3.28 -0.52
H -3.40 -1.75 3.22
C 1.14 0.50 -1.62
C -1.96 2.58 1.95
C 3.40 1.31 -1.86
C 4.37 2.49 -1.99
H -2.10 3.68 4.56
H -0.83 5.00 1.29
C -2.37 -2.09 3.10
C -2.42 -6.15 -2.93
H 4.86 -0.23 -2.00
H -2.20 -2.92 3.79
C 1.55 -0.84 -1.66
H 6.48 2.90 -2.17
C 4.26 3.39 -0.75
H -3.22 4.97 4.14
H 1.66 2.56 -1.70
C -5.15 -0.27 -0.23
C 3.81 -0.02 -1.89
H 4.10 2.69 -4.14
H -2.69 -0.12 4.96
H 3.01 3.70 -3.19
C -1.67 -0.49 4.84
C 2.04 1.55 -1.73
C -3.52 4.50 1.53
H -1.48 5.94 2.64
H 1.99 -3.32 -0.39
Os -1.28 -2.03 -1.19
O -0.84 -1.18 0.57
C 4.03 3.31 -3.24
C 2.94 -1.10 -1.78
H 5.47 -2.08 -1.10
H 5.29 -3.66 -1.88
Se -0.72 0.92 -1.64
H 3.20 -2.80 -3.96
H -2.16 1.63 3.84
C 0.05 -1.49 3.37
H 3.24 3.77 -0.63
C 4.98 -2.61 -1.92
H 0.30 -1.89 2.39
H 3.44 -4.31 -0.56
H 5.35 -2.20 -2.86
C -1.54 -6.68 -0.32
C -3.19 -1.24 -1.30
C -3.93 -0.94 -0.15
S -1.75 -3.54 -2.88
C -2.89 3.97 3.87
C -4.94 -0.18 -2.61
H -1.55 -1.34 5.51
H -1.53 3.21 -0.07
C 5.83 2.03 -2.11
C -1.19 4.93 2.32
H -3.87 5.47 1.88
C -1.52 0.20 2.40
H 6.14 1.44 -1.24
H -5.32 0.12 -3.58
H 4.92 4.25 -0.84
H -3.20 -1.08 -3.45
O 0.72 -1.87 -1.61
H 1.79 -3.30 -3.01
H -0.97 0.29 5.17
C -1.90 1.48 2.80
H 0.16 -2.30 4.10
H -5.69 -0.05 0.69
C -5.65 0.12 -1.45
C -3.73 -0.85 -2.53
S -0.75 -4.14 0.19
N -1.62 -7.74 0.13
H -3.20 4.61 0.49
C -1.20 0.02 1.04
C 2.88 -3.28 -3.03
C -1.17 1.13 0.20
H -4.37 3.81 1.54
C 3.46 -2.55 -1.81
C -1.44 -5.33 -0.85
H 0.76 -0.70 3.62
C -2.39 3.98 2.42
H 5.98 1.42 -3.00
N -2.87 -6.98 -3.58
H -3.55 -1.23 0.82
H -0.37 4.59 2.95
H 3.51 -2.79 0.34
H -3.73 3.29 4.00
```

Calculated values
⟨S²⟩: 6.026
LUMO level (spin up / spin down): 2.1 / 1.0 eV
Energy: -5023.5547 hartree
Total charge: -1
2S+1: 5

***

The highest energy belongs to which entry? C38H45MoN4O3Si